The following is a DFT calculation (ωB97M-V/def2-TZVPD) of a 2-piece molecular cluster, C2H2N2O2S overall in a non-equilibrium geometry.

XYZ file:
```
9
Properties=species:S:1:pos:R:3:forces:R:3
C 1.918 0.710 0.210 0.9 -0.4 0.4
C 0.672 0.117 0.270 -2.7 1.4 -4.7
N 2.964 1.136 0.271 1.9 1.1 -0.1
N 0.657 -1.276 0.513 0.8 -2.6 -0.3
O 1.767 -1.766 0.460 -0.1 -0.7 0.4
O -0.389 -1.885 0.631 0.2 0.7 0.2
S -0.391 1.126 1.189 -2.2 -0.5 0.0
H 0.500 0.042 -1.421 -0.1 0.2 3.8
H -1.552 0.350 0.972 1.3 0.8 0.3
```
Positions in Å, forces in eV/Å.

The value obtained for the gap between HOMO and LUMO (spin up / spin down) is 8.7 / 8.7 eV. The net charge is 0. The calculation puts the HOMO energy (spin up / spin down) at -10.54 / -10.54 eV. The calculation puts the LUMO energy (spin up / spin down) at -0.0660 / -0.0660 Eh. The energy comes out at -20010.2697 eV. The value obtained for the energy above the lowest of the compared OMol25 structures with the same formula, charge and spin is 140.2 kcal per mole.